Entry 1
Here is C16H48CuO8S8 as an isolated structure from the OMol25 dataset. Energies are from the ωB97M-V functional and the def2-TZVPD basis.

- spin multiplicity = 2
- gap between HOMO and LUMO (alpha / beta) (eV) = 9.6 / 7.7
- total charge = +2

Geometry (Å):
Cu (11.009, -11.805, -11.020)
C (10.697, -10.594, -15.113)
S (12.155, -11.456, -14.432)
O (11.957, -11.423, -12.930)
C (11.722, -13.134, -15.000)
H (10.865, -10.820, -16.166)
H (10.709, -9.521, -14.923)
H (9.751, -10.972, -14.725)
H (10.892, -13.445, -14.366)
H (12.529, -13.834, -14.783)
H (11.503, -13.252, -16.062)
C (8.421, -14.683, -13.085)
S (8.130, -12.922, -12.550)
O (9.529, -12.305, -12.667)
C (7.118, -12.522, -14.039)
H (9.206, -15.158, -12.497)
H (8.831, -14.726, -14.094)
H (7.520, -15.295, -13.137)
H (7.763, -12.351, -14.901)
H (6.610, -11.584, -13.815)
H (6.473, -13.383, -14.213)
C (8.929, -8.263, -12.556)
S (8.348, -9.399, -11.193)
O (9.321, -10.544, -10.816)
C (8.644, -8.265, -9.801)
H (8.458, -7.296, -12.382)
H (8.907, -8.589, -13.596)
H (10.000, -8.148, -12.388)
H (9.710, -8.220, -9.576)
H (8.218, -8.710, -8.902)
H (8.112, -7.335, -9.999)
C (15.560, -13.309, -10.314)
S (14.575, -11.762, -10.359)
O (13.069, -11.932, -10.468)
C (15.080, -11.066, -11.991)
H (15.322, -13.774, -9.358)
H (16.617, -13.108, -10.488)
H (15.143, -13.914, -11.120)
H (14.494, -10.171, -12.202)
H (14.836, -11.885, -12.668)
H (16.145, -10.876, -12.127)
C (12.570, -12.021, -7.094)
S (11.602, -10.569, -7.633)
O (11.062, -10.937, -9.025)
C (10.107, -10.740, -6.553)
H (11.894, -12.867, -6.971)
H (13.215, -11.817, -6.239)
H (13.273, -12.231, -7.900)
H (9.607, -11.709, -6.550)
H (9.329, -10.166, -7.058)
H (10.142, -10.245, -5.583)
C (12.476, -16.300, -11.710)
S (12.205, -14.933, -10.522)
O (11.402, -13.874, -11.302)
C (11.011, -15.688, -9.352)
H (13.510, -16.195, -12.037)
H (11.775, -16.273, -12.544)
H (12.341, -17.252, -11.196)
H (10.536, -15.024, -8.629)
H (11.457, -16.539, -8.837)
H (10.197, -16.130, -9.925)
C (7.475, -14.869, -9.538)
S (8.516, -13.539, -8.789)
O (9.609, -13.071, -9.760)
C (7.165, -12.236, -8.858)
H (7.264, -14.526, -10.550)
H (6.557, -14.937, -8.954)
H (7.958, -15.843, -9.622)
H (6.479, -12.341, -9.698)
H (7.533, -11.211, -8.813)
H (6.438, -12.355, -8.055)
C (12.278, -7.549, -9.691)
S (12.672, -8.627, -11.082)
O (11.543, -9.653, -11.172)
C (12.556, -7.461, -12.525)
H (13.030, -6.760, -9.671)
H (12.339, -8.037, -8.718)
H (11.295, -7.080, -9.733)
H (12.429, -8.066, -13.422)
H (13.341, -6.705, -12.498)
H (11.640, -6.892, -12.364)

---

Entry 2
Here is C16H48CuO8S8 as an isolated structure from the OMol25 dataset. Energies are from the ωB97M-V functional and the def2-TZVPD basis.

- spin multiplicity = 2
- gap between HOMO and LUMO (alpha / beta) (eV) = 9.7 / 7.5
- total charge = +2

Geometry (Å):
Cu (0.057, -0.170, -0.123)
C (-1.680, 3.992, -0.782)
S (0.046, 3.447, -1.202)
O (0.064, 1.903, -1.249)
C (0.205, 3.991, -2.984)
H (-1.863, 4.007, 0.293)
H (-2.404, 3.329, -1.254)
H (-1.862, 4.975, -1.216)
H (-0.169, 4.968, -3.289)
H (-0.340, 3.219, -3.528)
H (1.274, 4.031, -3.194)
C (3.635, 1.900, -2.005)
S (3.403, 0.158, -1.527)
O (2.142, 0.217, -0.679)
C (2.981, -0.446, -3.230)
H (4.026, 2.579, -1.248)
H (2.712, 2.406, -2.288)
H (4.332, 1.941, -2.843)
H (3.933, -0.557, -3.748)
H (2.483, 0.374, -3.747)
H (2.505, -1.407, -3.425)
C (-2.524, 0.439, -3.001)
S (-0.834, -0.179, -3.482)
O (-0.204, -0.644, -2.166)
C (-1.339, -1.796, -4.261)
H (-2.626, 1.379, -2.459)
H (-2.903, -0.328, -2.325)
H (-3.084, 0.440, -3.936)
H (-0.438, -2.264, -4.657)
H (-2.071, -1.568, -5.035)
H (-1.802, -2.509, -3.579)
C (-3.970, -2.765, 0.329)
S (-2.371, -3.009, -0.509)
O (-1.439, -1.835, -0.122)
C (-1.848, -4.305, 0.570)
H (-3.813, -2.140, 1.208)
H (-4.424, -3.745, 0.480)
H (-4.587, -2.199, -0.368)
H (-2.405, -5.155, 0.176)
H (-2.017, -3.993, 1.601)
H (-0.831, -4.576, 0.289)
C (2.197, 3.737, 2.025)
S (1.448, 2.111, 2.460)
O (0.728, 1.473, 1.230)
C (3.101, 1.325, 2.655)
H (1.493, 4.474, 1.639)
H (2.863, 3.549, 1.183)
H (2.729, 4.167, 2.874)
H (3.755, 1.664, 3.457)
H (3.656, 1.532, 1.740)
H (3.043, 0.242, 2.765)
C (-4.624, 1.253, 0.155)
S (-3.053, 0.683, 1.026)
O (-1.916, 0.778, -0.074)
C (-3.048, 2.119, 2.156)
H (-5.176, 0.451, -0.334)
H (-4.335, 1.939, -0.642)
H (-5.276, 1.839, 0.803)
H (-3.705, 2.032, 3.021)
H (-3.348, 3.067, 1.709)
H (-2.026, 2.353, 2.453)
C (3.638, -2.298, 1.319)
S (2.114, -3.148, 0.664)
O (1.240, -2.016, 0.179)
C (2.949, -3.754, -0.904)
H (3.790, -1.358, 0.790)
H (4.520, -2.911, 1.133)
H (3.587, -2.105, 2.391)
H (2.386, -4.619, -1.253)
H (3.987, -4.059, -0.775)
H (3.045, -2.967, -1.652)
C (-0.106, -0.417, 4.737)
S (-0.870, -1.468, 3.359)
O (-0.421, -0.797, 2.038)
C (0.223, -2.861, 3.787)
H (-0.147, -0.996, 5.659)
H (-0.791, 0.428, 4.798)
H (0.915, -0.145, 4.467)
H (1.222, -2.595, 3.442)
H (0.127, -3.758, 3.177)
H (0.138, -3.047, 4.858)

---

Stability, lowest: entry 2

---

Entry 1
Here is a 2-piece molecular cluster, C15H18O overall from the OMol25 dataset. Energies are from the ωB97M-V functional and the def2-TZVPD basis.

- spin multiplicity = 1
- gap between HOMO and LUMO (eV) = 9.5
- total charge = 0

Geometry (Å):
C (2.377, -1.732, 1.865)
C (1.262, -1.938, 2.927)
C (0.072, -1.092, 2.535)
C (0.045, 0.276, 2.773)
C (-1.085, 0.956, 2.324)
C (-2.140, 0.335, 1.710)
O (-3.250, 1.095, 1.410)
C (-2.030, -0.988, 1.305)
C (-0.946, -1.704, 1.827)
H (2.945, -0.815, 2.041)
H (1.880, -1.646, 0.928)
H (3.125, -2.524, 1.839)
H (1.029, -3.002, 2.876)
H (1.572, -1.719, 3.937)
H (0.932, 0.804, 3.026)
H (-1.150, 2.025, 2.491)
H (-4.012, 0.567, 1.572)
H (-2.774, -1.418, 0.650)
H (-0.996, -2.761, 1.586)
C (-0.355, 2.225, -1.173)
C (0.239, 1.258, -2.148)
C (0.307, -0.116, -1.973)
C (0.896, -0.948, -2.918)
C (1.655, -0.377, -3.927)
C (1.658, 0.992, -4.124)
C (1.028, 1.791, -3.170)
H (-1.148, 1.857, -0.523)
H (-0.686, 3.133, -1.665)
H (0.445, 2.516, -0.481)
H (-0.223, -0.540, -1.122)
H (0.803, -2.020, -2.816)
H (2.236, -1.008, -4.590)
H (2.242, 1.536, -4.854)
H (1.066, 2.866, -3.318)

---

Entry 2
Here is a 2-piece molecular cluster, C15H18O overall from the OMol25 dataset. Energies are from the ωB97M-V functional and the def2-TZVPD basis.

- spin multiplicity = 1
- gap between HOMO and LUMO (eV) = 9.2
- total charge = 0

Geometry (Å):
C (1.867, 3.598, -1.563)
C (2.034, 2.269, -0.907)
C (2.656, 2.170, 0.318)
C (2.867, 0.922, 0.908)
C (2.763, -0.172, 0.079)
O (3.172, -1.426, 0.462)
C (2.203, -0.085, -1.187)
C (1.641, 1.124, -1.632)
H (2.428, 3.769, -2.491)
H (2.068, 4.454, -0.914)
H (0.884, 3.891, -1.972)
H (2.739, 3.060, 0.924)
H (3.212, 0.872, 1.921)
H (3.775, -1.392, 1.203)
H (2.277, -0.873, -1.926)
H (1.175, 1.221, -2.602)
C (-2.604, -0.289, -1.845)
C (-1.461, -0.600, -0.898)
C (-1.818, -1.219, 0.439)
C (-3.120, -1.239, 0.952)
C (-3.332, -1.696, 2.243)
C (-2.328, -2.310, 2.983)
C (-1.083, -2.416, 2.400)
C (-0.861, -2.011, 1.081)
H (-2.916, 0.755, -1.878)
H (-3.474, -0.918, -1.702)
H (-2.303, -0.454, -2.885)
H (-0.774, -1.294, -1.389)
H (-0.790, 0.212, -0.617)
H (-3.913, -0.867, 0.320)
H (-4.319, -1.507, 2.655)
H (-2.560, -2.514, 4.020)
H (-0.214, -2.859, 2.875)
H (0.109, -2.174, 0.629)

---

Stability, lowest: entry 2

---

Entry 1
Here is one molecule with the formula C4H3NS from the OMol25 dataset. Energies are from the ωB97M-V functional and the def2-TZVPD basis.

- spin multiplicity = 1
- gap between HOMO and LUMO (eV) = 9.9
- total charge = 0

Geometry (Å):
C (0.623, 2.139, -0.524)
C (0.021, 1.213, -0.035)
C (-0.718, 0.068, 0.533)
N (0.207, -1.093, 0.518)
C (0.528, -2.053, -0.084)
S (0.828, -3.382, -0.868)
H (1.146, 2.981, -0.904)
H (-1.089, 0.302, 1.526)
H (-1.546, -0.176, -0.161)

---

Entry 2
Here is one molecule with the formula C4H3NS from the OMol25 dataset. Energies are from the ωB97M-V functional and the def2-TZVPD basis.

- spin multiplicity = 1
- gap between HOMO and LUMO (eV) = 8.7
- total charge = 0

Geometry (Å):
C (-0.207, 0.559, -0.652)
C (-0.717, 2.147, -1.271)
C (0.166, -0.442, -1.357)
C (-0.075, 1.045, 0.768)
N (0.601, -1.418, -1.930)
S (-0.851, 2.717, 0.323)
H (-0.460, 0.407, 1.468)
H (0.951, 1.201, 0.932)
H (0.594, -2.224, -2.492)

---

Stability, lowest: entry 2

---

Entry 1
Here is one molecule with the formula C3H7NO2S from the OMol25 dataset. Energies are from the ωB97M-V functional and the def2-TZVPD basis.

- spin multiplicity = 1
- gap between HOMO and LUMO (eV) = 10.0
- total charge = 0

Geometry (Å):
O (2.301, 0.812, -0.235)
C (1.304, 1.135, -0.830)
O (1.265, 2.220, -1.675)
N (0.101, 0.513, -0.802)
C (-0.100, -0.681, -0.011)
C (-1.370, -0.605, 0.801)
S (-1.581, -2.071, 1.874)
H (1.778, 2.912, -1.222)
H (-0.539, 0.831, -1.505)
H (0.763, -0.673, 0.632)
H (0.060, -1.589, -0.597)
H (-2.249, -0.731, 0.170)
H (-1.442, 0.328, 1.343)
H (-0.292, -2.400, 2.058)

---

Entry 2
Here is one molecule with the formula C3H7NO2S from the OMol25 dataset. Energies are from the ωB97M-V functional and the def2-TZVPD basis.

- spin multiplicity = 1
- gap between HOMO and LUMO (eV) = 9.2
- total charge = 0

Geometry (Å):
O (3.504, -0.272, -0.175)
C (2.135, -0.068, -0.512)
C (1.259, -0.106, 0.652)
N (-0.184, 0.103, 0.224)
O (-0.438, 1.375, -0.028)
C (-1.157, -0.779, 0.108)
S (-2.793, -0.200, -0.150)
H (3.749, 0.432, 0.325)
H (1.772, 0.889, -1.071)
H (1.927, -1.022, -1.110)
H (1.500, 0.604, 1.489)
H (1.422, -1.170, 1.137)
H (-1.477, 1.402, 0.141)
H (-0.869, -1.763, 0.052)

---

Stability, lowest: entry 2

---

Entry 1
Here is H16IO8 as an isolated structure from the OMol25 dataset. Energies are from the ωB97M-V functional and the def2-TZVPD basis.

- spin multiplicity = 1
- gap between HOMO and LUMO (eV) = 8.0
- total charge = -1

Geometry (Å):
I (0.092, -0.527, 0.635)
O (-2.102, -1.487, -0.586)
H (-1.219, -1.224, -0.327)
H (-2.036, -1.660, -1.525)
O (0.490, 1.338, 2.674)
H (1.344, 0.989, 2.928)
H (0.198, 0.766, 1.964)
O (-0.431, 0.802, -1.746)
H (-0.493, 0.047, -1.161)
H (0.334, 0.620, -2.292)
O (-0.090, -2.891, -1.021)
H (0.861, -2.816, -1.099)
H (-0.357, -2.091, -0.568)
O (1.746, 1.672, -0.180)
H (1.185, 1.084, 0.325)
H (1.600, 1.420, -1.091)
O (-1.246, 1.794, 0.239)
H (-0.663, 2.553, 0.212)
H (-0.717, 1.074, -0.104)
O (-2.262, 0.172, 1.788)
H (-1.735, 0.945, 1.591)
H (-1.878, -0.523, 1.253)
O (2.477, -1.075, -0.617)
H (3.084, -0.484, -1.062)
H (1.818, -0.498, -0.232)

---

Entry 2
Here is a 9-piece molecular cluster, H16IO8 overall from the OMol25 dataset. Energies are from the ωB97M-V functional and the def2-TZVPD basis.

- spin multiplicity = 1
- gap between HOMO and LUMO (eV) = 8.7
- total charge = -1

Geometry (Å):
I (0.135, -0.047, 0.002)
O (3.491, -0.153, 1.087)
H (2.574, -0.466, 0.877)
H (4.044, 0.338, 0.396)
O (-0.659, -0.689, 3.782)
H (-0.694, -0.315, 2.862)
H (0.003, -0.064, 4.038)
O (-2.612, 2.060, 0.859)
H (-2.040, 1.503, 0.460)
H (-1.976, 2.403, 1.614)
O (2.075, 0.260, -3.042)
H (1.458, -0.299, -2.469)
H (2.566, -0.431, -3.712)
O (0.282, 3.448, -0.576)
H (-0.059, 2.704, -0.129)
H (1.112, 3.724, -0.140)
O (-2.927, 0.401, -2.274)
H (-3.167, 1.289, -2.429)
H (-2.089, 0.258, -1.830)
O (1.479, -3.266, -1.228)
H (2.313, -2.927, -1.106)
H (1.197, -2.481, -0.898)
O (-2.454, -2.386, 1.217)
H (-1.718, -1.780, 0.949)
H (-2.334, -3.085, 1.690)

---

Stability, lowest: entry 1

---

Entry 1
Here is one molecule with the formula C8H8O from the OMol25 dataset. Energies are from the ωB97M-V functional and the def2-TZVPD basis.

- spin multiplicity = 1
- gap between HOMO and LUMO (eV) = 9.2
- total charge = 0

Geometry (Å):
C (-0.385, 3.385, -0.017)
C (-0.371, 2.154, -0.131)
C (-0.057, 0.779, -0.006)
C (-1.136, -0.002, 0.009)
C (-2.228, -0.761, 0.337)
O (-3.227, -1.536, -0.262)
C (1.345, 0.206, 0.137)
C (1.506, -1.216, 0.600)
C (1.814, -0.838, -0.853)
H (-0.741, 4.363, 0.159)
H (-2.516, -0.676, 1.322)
H (-2.832, -1.600, -1.154)
H (1.891, 1.025, 0.623)
H (0.700, -1.716, 0.949)
H (2.320, -1.569, 1.096)
H (2.755, -0.735, -1.299)
H (1.163, -1.262, -1.511)

---

Entry 2
Here is one molecule with the formula C8H8O from the OMol25 dataset. Energies are from the ωB97M-V functional and the def2-TZVPD basis.

- spin multiplicity = 1
- gap between HOMO and LUMO (eV) = 7.3
- total charge = 0

Geometry (Å):
C (-1.287, -1.988, 0.311)
C (-0.814, -0.594, 0.275)
C (0.451, -0.168, -0.165)
O (1.512, -0.606, -0.742)
C (2.352, 0.562, -0.935)
C (1.590, 1.759, -0.512)
C (0.449, 1.295, 0.080)
C (-0.792, 1.645, 0.626)
C (-1.517, 0.536, 0.816)
H (-0.917, -2.450, -0.676)
H (-2.417, -2.026, 0.307)
H (-0.907, -2.639, 1.089)
H (2.458, 0.396, -1.996)
H (3.312, 0.370, -0.563)
H (2.184, 2.642, -0.393)
H (-1.180, 2.650, 1.013)
H (-2.363, 0.482, 1.457)

---

Stability, lowest: entry 1